C37H71NO2P2SSi3Ti as an isolated structure in a non-equilibrium geometry, computed with the ωB97M-V functional and the def2-TZVPD basis.

Each line ends with the Mulliken spin population.
Positions of all 118 atoms, in Å:
Ti  1.03209  0.08603  -0.09052  0.778
C  -4.50501  3.32583  0.81548  0.000
C  -4.12521  2.48782  -0.39868  0.000
C  -3.11236  3.23356  -1.26527  -0.001
P  -3.43865  0.77823  -0.10637  0.000
C  -4.98531  -0.23243  0.15615  0.002
C  -6.26736  0.41149  0.68732  0.000
C  -4.66285  -1.52963  0.89638  0.001
C  -2.69359  0.97104  1.57272  0.002
C  -3.42221  0.87279  2.76360  -0.002
C  -2.83483  1.01354  4.00797  -0.001
C  -1.46690  1.26331  4.08977  0.003
C  -0.73210  1.38260  2.92812  -0.006
C  -1.33366  1.24677  1.67518  -0.014
N  -0.53574  1.34205  0.51272  0.008
C  0.24426  2.40326  0.28809  -0.032
C  0.21133  3.60777  1.08003  -0.018
C  1.10264  4.61206  0.84782  -0.001
C  2.10576  4.50138  -0.14663  0.000
C  2.08524  3.40904  -0.96050  -0.008
C  1.14087  2.34429  -0.85912  0.218
P  0.25084  1.90985  -2.46906  -0.044
C  0.10037  3.61686  -3.24850  0.005
C  1.23638  4.22404  -4.06887  0.000
C  -1.17399  3.62751  -4.10851  0.001
C  1.44101  0.95394  -3.52618  0.032
C  0.76670  0.63167  -4.86253  0.001
C  2.88515  1.40316  -3.73802  0.009
H  -4.90237  4.29298  0.49565  0.000
H  -3.63152  3.51599  1.44020  0.000
H  -5.25698  2.84635  1.44192  0.000
H  -5.02471  2.31820  -1.00348  0.000
H  -2.16884  3.37748  -0.73016  0.002
H  -3.48699  4.21927  -1.55532  0.000
H  -2.87933  2.66449  -2.16298  -0.001
H  -5.18969  -0.52238  -0.88317  0.000
H  -6.19557  0.69645  1.73546  0.000
H  -7.08665  -0.30864  0.61138  0.000
H  -6.56149  1.29830  0.12489  0.000
H  -4.46360  -1.34819  1.95409  0.000
H  -3.79259  -2.01579  0.45142  0.001
H  -5.51129  -2.21540  0.82925  0.000
H  -4.48428  0.68618  2.71241  0.000
H  -3.43597  0.93216  4.90423  0.000
H  -0.97301  1.35043  5.04935  0.000
H  0.33746  1.54352  2.97335  -0.001
H  -0.54460  3.70487  1.84739  0.001
H  1.04564  5.51530  1.44642  0.000
H  2.83813  5.28459  -0.29011  0.000
H  2.79178  3.37416  -1.78164  -0.005
H  -0.07083  4.26137  -2.37783  -0.002
H  1.38272  3.67980  -5.00227  0.000
H  2.18865  4.25702  -3.54664  0.000
H  0.96883  5.25149  -4.33305  0.000
H  -1.18455  2.80262  -4.82158  0.000
H  -1.23644  4.55638  -4.68297  0.000
H  -2.06995  3.54499  -3.50416  0.000
H  1.49491  0.01435  -2.95497  -0.038
H  0.72726  1.50181  -5.52139  0.000
H  -0.25544  0.27121  -4.72764  0.000
H  1.33419  -0.14489  -5.38160  0.000
H  2.97934  2.26488  -4.39737  0.000
H  3.43767  0.57629  -4.19148  0.001
H  3.38806  1.62362  -2.79703  -0.006
C  -0.56779  -1.84280  2.67988  0.001
O  0.46346  -1.27957  1.89983  0.020
Si  2.11724  -1.38382  2.33586  0.015
C  2.32240  -0.50100  3.99250  0.002
C  2.44325  -3.17261  2.79133  0.003
C  2.86781  -0.62536  0.91918  0.031
Si  4.18750  0.57283  1.25080  0.003
C  3.58689  2.11198  2.17504  0.012
C  5.63312  -0.09913  2.30704  0.002
C  4.99710  1.24774  -0.30941  0.028
Si  3.13005  -1.88335  -0.60169  0.003
C  4.95769  -2.39353  -0.05025  0.000
C  2.39348  -3.62359  -0.40053  0.001
C  3.73539  -1.72985  -2.42494  -0.001
H  -0.54232  -1.45289  3.70160  0.001
H  -0.47295  -2.93152  2.70966  0.000
H  -1.52768  -1.58622  2.23290  -0.004
H  2.01221  -1.15648  4.80883  0.000
H  1.74370  0.41794  4.06784  0.000
H  3.36701  -0.23747  4.15911  0.000
H  2.15348  -3.35111  3.82982  0.000
H  3.50432  -3.40466  2.69216  0.000
H  1.90054  -3.87003  2.16125  -0.001
H  2.74968  1.89055  2.83370  -0.001
H  3.25697  2.88595  1.47976  0.000
H  4.38469  2.53251  2.79186  -0.001
H  5.36521  -1.02439  2.81830  -0.001
H  5.94434  0.62203  3.06678  0.001
H  6.49999  -0.32861  1.68742  0.000
H  4.32102  1.90780  -0.85675  -0.010
H  5.29981  0.44868  -0.98209  0.003
H  5.88630  1.82572  -0.04545  -0.001
H  5.01450  -2.65216  1.00871  -0.001
H  5.68681  -1.59997  -0.21996  0.000
H  5.30560  -3.26092  -0.62231  0.000
H  2.92296  -4.20301  0.34927  -0.001
H  2.51726  -4.14683  -1.35385  0.000
H  1.32923  -3.62693  -0.16005  0.001
H  4.45125  -0.91431  -2.55617  0.000
H  4.27316  -2.65231  -2.65285  0.000
H  2.94471  -1.58824  -3.16376  0.001
C  -1.40395  -2.72837  -1.04541  -0.006
H  -0.71102  -2.38329  -0.27732  0.035
H  -1.45362  -3.81886  -1.09516  0.000
C  0.09083  -3.16406  -3.46606  -0.001
S  -0.98479  -2.05396  -2.54493  -0.003
C  -2.49622  -2.35615  -3.45486  0.000
O  1.46430  -1.17759  -1.21034  -0.018
H  -0.36127  -4.15553  -3.45543  0.000
H  1.04682  -3.17230  -2.94764  0.001
H  0.22834  -2.80945  -4.48818  0.000
H  -2.36326  -2.19069  -4.52477  0.000
H  -3.22932  -1.66494  -3.05158  0.000
H  -2.80820  -3.38062  -3.25874  0.000

Output
- total charge = -1
- frontier orbital gap (spin up / spin down) (eV) = 6.48 / 6.79
- E_HOMO (spin up / spin down) (eV) = -4.11 / -4.42
- multiplicity = 2
- ⟨S²⟩ = 0.75
- energy above the lowest of the compared OMol25 structures with the same formula, charge and spin (eV) = 0.000
- LUMO energy (spin up / spin down) (eV) = 2.37 / 2.37